Formula: C43H46AsN7O3SSn
Source: OMol25
Level of theory: ωB97M-V/def2-TZVPD

CARTESIAN COORDINATES (ANGSTROEM)
Sn1 -0.23 -0.04 0.11
C1 6.16 -2.85 -1.14
C2 5.49 -3.20 0.19
C3 4.34 -4.16 -0.09
C4 6.50 -3.90 1.11
C5 5.01 -1.91 0.86
C6 5.94 -0.90 1.17
C7 5.58 0.30 1.73
C8 4.23 0.52 1.99
S1 3.41 1.95 2.55
C9 1.89 1.11 2.40
N1 1.98 -0.12 1.99
C10 3.29 -0.47 1.72
C11 3.68 -1.69 1.16
C12 0.59 1.74 2.65
C13 0.47 2.72 3.64
C14 -0.78 3.27 3.90
C15 -1.88 2.83 3.18
C16 -1.74 1.87 2.20
C17 -0.50 1.29 1.90
H1 6.52 -3.76 -1.63
H2 7.01 -2.18 -1.01
H3 5.44 -2.37 -1.81
H4 4.73 -5.06 -0.57
H5 3.60 -3.71 -0.76
H6 3.83 -4.47 0.83
H7 6.86 -4.82 0.63
H8 6.05 -4.16 2.06
H9 7.37 -3.27 1.31
H10 6.99 -1.07 0.95
H11 6.32 1.07 1.93
H12 2.90 -2.41 0.93
H13 1.33 3.04 4.20
H14 -0.88 4.03 4.67
H15 -2.86 3.25 3.39
H16 -2.62 1.55 1.65
C18 -7.15 -1.08 -0.60
O1 -6.92 0.15 -1.27
C19 -5.66 0.63 -1.27
C20 -5.49 1.86 -1.95
C21 -4.25 2.42 -1.97
C22 -3.12 1.83 -1.37
C23 -1.84 2.50 -1.43
C24 -1.74 3.90 -2.01
O2 -0.78 2.00 -1.04
C25 -3.29 0.57 -0.72
O3 -2.36 -0.10 -0.12
C26 -4.59 0.01 -0.67
H17 -8.21 -1.29 -0.71
H18 -6.90 -1.00 0.46
H19 -6.57 -1.89 -1.05
H20 -6.34 2.33 -2.42
H21 -4.13 3.37 -2.49
H22 -2.55 4.55 -1.68
H23 -1.77 3.84 -3.10
H24 -0.79 4.32 -1.71
H25 -4.69 -0.92 -0.14
N2 -0.33 -1.48 3.58
C27 -1.32 -1.96 2.83
N3 -2.44 -2.37 3.44
C28 -3.32 -2.94 2.63
N4 -4.50 -3.32 3.17
N5 -3.14 -3.21 1.33
C29 -2.01 -2.75 0.83
N6 -1.09 -2.05 1.50
C30 -1.73 -3.05 -0.61
C31 -2.77 -3.28 -1.49
C32 -2.47 -3.51 -2.82
C33 -1.13 -3.52 -3.21
C34 -0.16 -3.31 -2.24
N7 -0.45 -3.08 -0.96
H26 -0.50 -1.30 4.55
H27 0.51 -1.14 3.12
H28 -4.68 -3.12 4.14
H29 -5.18 -3.76 2.59
H30 -3.79 -3.25 -1.14
H31 -3.25 -3.67 -3.55
H32 -0.85 -3.69 -4.23
H33 0.89 -3.31 -2.50
C35 4.28 -0.20 -3.95
As1 2.88 -0.50 -2.59
C36 1.44 0.40 -3.57
C37 3.40 0.96 -1.34
C38 3.54 2.32 -1.92
C39 4.76 2.78 -2.41
C40 4.88 4.04 -2.97
C41 3.78 4.88 -3.05
C42 2.55 4.44 -2.57
C43 2.43 3.17 -2.01
H34 4.29 0.84 -4.28
H35 4.07 -0.84 -4.80
H36 5.25 -0.46 -3.54
H37 1.77 1.36 -3.96
H38 0.58 0.55 -2.91
H39 1.14 -0.24 -4.39
H40 4.34 0.62 -0.89
H41 2.64 0.95 -0.56
H42 5.63 2.14 -2.34
H43 5.84 4.38 -3.34
H44 3.87 5.86 -3.49
H45 1.69 5.08 -2.62
H46 1.48 2.84 -1.62

Values from the calculation:
Highest occupied orbital energy (hartree): -0.268
ΔE to the lowest compared entry with this formula, charge and spin (kcal per mole): 0.0
Net charge: 0
Energy (hartree): -5123.5918
Maximum force (eV/A): 0.16

These are the Löwdin partial charges, in e, on atoms 1 to 8: 1.276 -0.044 -0.559 -0.064 -0.046 -0.170 -0.039 -0.077

Formula: C43H46F2N4O3STi
Source: OMol25
Level of theory: ωB97M-V/def2-TZVPD

CARTESIAN COORDINATES (ANGSTROEM)
Ti1 -0.44 0.43 0.21
C1 5.96 -3.21 0.39
C2 4.66 -2.46 0.48
C3 3.71 -2.79 1.43
C4 2.48 -2.10 1.55
C5 1.49 -2.49 2.49
N1 1.37 -3.82 2.92
C6 0.70 -4.75 2.00
C7 1.49 -5.10 0.74
C8 0.64 -5.28 -0.50
N2 -0.03 -4.04 -0.91
C9 -0.97 -4.03 -1.80
C10 -1.59 -2.92 -2.41
C11 -2.52 -3.16 -3.44
C12 -3.09 -2.15 -4.17
C13 -4.09 -2.41 -5.27
C14 -2.68 -0.84 -3.87
C15 -1.80 -0.54 -2.85
C16 -1.40 0.85 -2.67
N3 -0.80 1.36 -1.67
C17 -0.45 2.79 -1.77
C18 0.93 3.03 -2.40
C19 1.70 1.75 -2.70
N4 1.81 0.92 -1.51
C20 2.90 0.29 -1.35
C21 3.18 -0.70 -0.31
C22 4.37 -1.42 -0.40
C23 2.25 -0.99 0.70
O1 1.15 -0.27 0.84
C24 -1.24 -1.58 -2.04
O2 -0.46 -1.35 -1.06
H1 6.14 -3.79 1.29
H2 6.80 -2.53 0.25
H3 5.96 -3.90 -0.46
H4 3.90 -3.60 2.12
H5 0.83 -1.73 2.91
H6 0.91 -3.87 3.82
H7 -0.27 -4.34 1.70
H8 0.49 -5.66 2.57
H9 2.06 -6.03 0.89
H10 2.23 -4.33 0.52
H11 -0.14 -6.04 -0.35
H12 1.27 -5.61 -1.32
H13 0.29 -3.12 -0.58
H14 -1.29 -5.02 -2.15
H15 -2.77 -4.19 -3.67
H16 -4.25 -3.48 -5.41
H17 -3.75 -1.99 -6.22
H18 -5.05 -1.95 -5.04
H19 -3.07 -0.03 -4.47
H20 -1.66 1.51 -3.50
H21 -0.49 3.21 -0.76
H22 -1.24 3.28 -2.34
H23 1.52 3.65 -1.73
H24 0.82 3.59 -3.33
H25 2.69 2.00 -3.11
H26 1.18 1.17 -3.47
H27 3.73 0.43 -2.07
H28 5.08 -1.15 -1.17
C25 2.05 5.28 1.92
C26 2.32 4.23 1.01
C27 1.51 3.13 0.96
C28 0.38 2.99 1.81
C29 -0.48 1.84 1.76
C30 -1.40 1.71 2.77
C31 -1.59 2.70 3.76
C32 -0.86 3.85 3.73
C33 0.16 4.01 2.77
C34 1.00 5.16 2.78
H29 2.68 6.15 1.95
H30 3.18 4.30 0.36
H31 1.75 2.33 0.28
H32 -2.04 0.84 2.80
H33 -2.35 2.55 4.52
H34 -1.02 4.63 4.46
H35 0.79 5.93 3.51
F1 -2.87 2.09 -0.29
C35 -2.62 0.76 0.04
F2 -3.45 0.55 1.14
H36 -3.10 0.18 -0.77
C36 -5.09 -5.52 -2.07
C37 -4.36 -4.72 -1.02
C38 -4.63 -3.36 -0.88
C39 -3.98 -2.59 0.08
C40 -3.02 -3.19 0.89
C41 -2.76 -4.55 0.77
C42 -3.43 -5.31 -0.18
S1 -2.06 -2.33 2.13
C43 -3.38 -1.62 3.12
O3 -1.28 -1.20 1.51
H37 -6.15 -5.59 -1.83
H38 -4.69 -6.53 -2.14
H39 -5.00 -5.04 -3.05
H40 -5.37 -2.89 -1.51
H41 -4.23 -1.55 0.19
H42 -2.04 -5.02 1.43
H43 -3.23 -6.37 -0.25
H44 -4.01 -0.96 2.54
H45 -2.90 -1.08 3.94
H46 -3.94 -2.46 3.53

Values from the calculation:
Highest occupied orbital energy (spin up / spin down) (hartree): -0.317 / -0.355
ΔE to the lowest compared entry with this formula, charge and spin (kcal per mole): 34.8
Net charge: +1
Multiplicity: 2
Energy (hartree): -3558.0797
Maximum force (eV/A): 0.87

These are the Löwdin partial charges, in e, on atoms 1 to 8: 1.192 -0.045 -0.266 -0.006 -0.153 -0.062 -0.018 -0.192